Record 1
Formula: C26H28CrFN5O7
Source: OMol25
Level of theory: ωB97M-V with the def2-TZVPD basis set

Geometry as XYZ:
```
68
Properties=species:S:1:pos:R:3:forces:R:3
Cr -0.402394 0.175889 -0.837454 0.623 1.069 -0.385
O -3.426987 -2.002116 0.986987 -0.390 -0.108 0.146
C -2.364824 -1.440357 0.484234 0.629 -0.392 0.166
O -2.374473 -0.407357 -0.159305 -0.147 0.399 -0.210
C -1.073516 -2.148263 0.748446 -0.521 0.290 -0.129
C -0.856125 -3.268804 1.499851 -0.008 -0.427 0.290
C 0.464539 -3.716044 1.619176 -0.125 -0.085 0.089
C 1.488632 -3.031281 0.994482 0.226 -0.029 -0.016
C 1.170277 -1.901587 0.255105 0.104 0.150 -0.113
N -0.081944 -1.506073 0.150245 0.191 -0.340 0.174
C 2.139761 -0.995207 -0.502685 -0.305 0.171 -0.052
O 3.304445 -1.299786 -0.553245 0.073 0.150 -0.094
O 1.538304 0.035169 -1.046164 0.164 -0.429 0.321
H -4.201245 -1.458310 0.770273 -0.120 -0.023 0.026
H -1.683733 -3.774857 1.979826 0.090 -0.013 -0.003
H 0.683475 -4.597247 2.208501 -0.032 0.021 -0.020
H 2.525320 -3.335830 1.061256 -0.052 -0.001 0.008
C -0.927353 7.317715 1.679148 -0.064 -0.048 0.034
C 0.428842 6.629135 1.764083 -0.090 -0.124 0.042
C 1.171735 6.893257 3.062101 0.012 -0.069 0.058
C 0.462023 6.233778 4.236394 -0.004 -0.057 -0.056
C 0.283127 4.760112 3.976322 0.035 0.204 -0.002
C 0.220052 3.855518 5.005299 -0.004 0.047 0.163
C 0.054748 2.497165 4.741079 0.028 0.008 0.147
F 0.005548 1.652477 5.781011 -0.012 0.007 0.008
C -0.046150 2.013402 3.475667 -0.019 -0.156 -0.150
C 0.015006 2.916037 2.403905 -0.019 -0.071 -0.055
C -0.104619 2.422426 1.043432 0.154 -0.188 -0.019
O -0.212189 1.164331 0.874149 -0.222 -0.106 0.016
C -0.067196 3.377822 0.010448 -0.056 -0.169 -0.075
C 0.126408 4.695828 0.334977 0.136 0.231 0.027
N 0.265866 5.157578 1.573127 -0.029 0.063 0.059
C 0.186064 4.280963 2.653079 0.009 0.232 -0.133
C -0.264977 3.072068 -1.449068 -0.157 -0.389 0.217
O -0.175596 3.961591 -2.267837 0.001 0.062 -0.115
O -0.599995 1.844733 -1.737479 0.046 0.265 -0.103
H -0.811046 8.389404 1.852042 -0.004 -0.065 -0.017
H -1.622932 6.918807 2.421593 0.044 0.046 -0.048
H -1.372331 7.178792 0.691743 0.020 0.001 0.063
H 1.051510 6.960088 0.937418 0.056 0.009 -0.118
H 1.241717 7.970708 3.204484 0.014 0.016 0.012
H 2.190231 6.505012 2.983408 -0.014 0.009 -0.007
H -0.514246 6.698894 4.392695 -0.018 0.000 0.022
H 1.025328 6.378109 5.156381 0.023 -0.009 0.032
H 0.301766 4.188387 6.034406 -0.003 -0.043 -0.061
H -0.163900 0.955934 3.284710 0.003 0.052 0.010
H 0.186694 5.417486 -0.472465 -0.027 -0.015 0.037
C -2.922386 0.644789 -3.183158 -0.030 0.019 -0.063
N -1.730064 0.631982 -4.014239 -0.115 0.050 -0.059
C -1.472130 1.873646 -4.748394 -0.097 -0.047 0.028
C -0.734063 -0.234992 -3.763881 0.307 0.198 0.074
N -0.621162 -0.828925 -2.575900 -0.305 -0.044 -0.261
N 0.171449 -0.458252 -4.743175 0.083 -0.080 -0.022
C 1.499725 -0.977241 -4.418837 -0.145 -0.015 -0.081
C -0.166734 -0.386766 -6.162343 0.061 -0.030 0.159
H -3.770638 0.938762 -3.801650 -0.001 -0.006 -0.018
H -2.827222 1.356480 -2.359789 0.002 -0.025 -0.051
H -3.104641 -0.348453 -2.781819 0.015 -0.004 -0.024
H -1.706708 2.717627 -4.098919 0.010 -0.034 0.009
H -2.076389 1.933627 -5.655897 0.011 -0.030 0.014
H -0.418662 1.951495 -5.001611 -0.040 -0.023 0.015
H 0.006256 -1.615588 -2.653081 0.085 -0.147 0.062
H 1.821828 -0.612387 -3.446617 -0.010 0.039 0.024
H 2.204416 -0.618542 -5.167095 -0.017 0.022 -0.009
H 1.527590 -2.072273 -4.429716 -0.019 0.016 -0.018
H -1.243211 -0.337768 -6.287238 -0.061 0.016 0.018
H 0.197516 -1.287094 -6.656499 0.010 -0.040 0.003
H 0.287184 0.478526 -6.647041 0.022 0.018 0.014
```
Positions in Å, forces in eV/Å.

The expectation value of S² is 3.770. For the HOMO-LUMO gap (spin up / spin down), the calculation gives 7.74 / 7.63 eV. The total charge is +1. Its spin multiplicity is 4. Its LUMO energy (spin up / spin down) is -3.45 / -3.61 eV.


Record 2
Formula: C3H11N3
Source: OMol25
Level of theory: ωB97M-V with the def2-TZVPD basis set

Geometry as XYZ:
```
17
Properties=species:S:1:pos:R:3:forces:R:3
C -2.442655 1.134495 -0.545758 -0.135 0.240 -0.599
C -1.289572 0.816366 -1.120361 0.929 0.010 0.159
N -0.953901 -0.422311 -1.693598 -0.813 0.278 0.281
H -3.277213 0.457453 -0.527742 -0.147 -0.244 0.121
H -2.600344 2.148915 -0.211506 0.017 0.075 0.175
H -0.472958 1.544191 -1.122409 -0.206 -0.061 0.226
H -1.471298 -0.607766 -2.534510 0.244 -0.369 -0.112
H 0.023492 -0.677549 -1.664621 0.014 0.069 -0.313
N 0.746267 -1.360254 0.701379 0.316 -0.822 -0.459
C 1.106068 -0.157906 1.406393 -0.111 0.576 -0.200
N 2.422698 0.361010 1.021918 0.759 -0.635 -0.130
H -0.230174 -1.536175 0.497290 -0.218 0.478 0.228
H 1.104366 -2.211471 1.131194 0.151 0.182 0.093
H 1.084483 -0.260604 2.485358 0.020 0.007 0.329
H 0.406746 0.640975 1.158694 -0.295 -0.284 0.075
H 2.568629 0.044909 0.063000 -0.212 0.346 -0.111
H 3.155262 -0.178764 1.495790 -0.314 0.154 0.236
```
Positions in Å, forces in eV/Å.

The expectation value of S² is 0.750. For the HOMO-LUMO gap (spin up / spin down), the calculation gives 2.75 / 9.22 eV. The total charge is -1. Its spin multiplicity is 2. Its LUMO energy (spin up / spin down) is 4.28 / 4.15 eV.


Record 3
Formula: C5H9O3Zn
Source: OMol25
Level of theory: ωB97M-V with the def2-TZVPD basis set

Geometry as XYZ:
```
18
Properties=species:S:1:pos:R:3:forces:R:3
H 0.479414 3.343140 2.472458 -0.019 0.084 -0.180
O -0.452715 -1.352027 0.030225 -0.820 -0.678 -0.510
Zn 1.137446 -3.093377 2.312751 -0.056 -1.458 0.691
O 1.241521 -1.286529 1.447116 0.162 1.054 -0.729
C 0.566107 -0.751681 0.580377 0.568 1.475 0.420
O 0.759893 0.472062 0.129812 -0.690 -0.727 -0.475
C 1.840417 1.236893 0.548026 1.031 0.566 0.437
C -1.234768 -0.682859 -0.993290 0.293 0.446 0.116
C -2.319400 -1.621917 -1.451587 -0.140 -0.165 -0.051
H -1.647891 0.238492 -0.564310 0.119 -0.198 -0.075
H -0.563119 -0.404779 -1.814852 -0.143 -0.061 0.184
H -2.986353 -1.893884 -0.623465 0.197 0.036 -0.201
H -2.913652 -1.110987 -2.221302 0.111 -0.141 0.173
H -1.896098 -2.534486 -1.890370 -0.114 0.191 0.149
C 1.778818 2.558175 0.394771 0.089 -0.303 -0.301
H 2.597762 0.701416 1.119424 -0.396 0.134 -0.172
H 2.623980 3.160845 0.724608 -0.461 -0.159 -0.035
H 0.988637 3.021503 -0.200393 0.270 -0.097 0.559
```
Positions in Å, forces in eV/Å.

For the HOMO-LUMO gap (spin up / spin down), the calculation gives 4.12 / 4.12 eV. The total charge is -1. Its LUMO energy (spin up / spin down) is 2.76 / 2.76 eV.


Record 4
Formula: C3H6N2
Source: OMol25
Level of theory: ωB97M-V with the def2-TZVPD basis set

Geometry as XYZ:
```
11
Properties=species:S:1:pos:R:3:forces:R:3
C -1.828708 0.093649 0.070349 2.070 0.922 -1.713
N -1.096217 -0.795320 -0.483031 -1.853 -0.505 2.248
N 0.200282 -0.537260 -0.779037 0.951 0.219 -0.929
C 0.948258 0.617151 -0.270542 -1.153 1.782 -0.407
C 1.134398 -0.684608 0.308195 1.764 -1.937 0.568
H -2.777054 -0.129272 0.467615 -1.116 -0.422 0.005
H -1.477579 1.140839 0.021629 -0.375 -0.323 0.593
H 1.589552 1.048679 -1.017077 0.426 -0.048 -0.011
H 0.421102 1.359783 0.307231 -0.004 0.074 0.213
H 2.053813 -1.209798 0.026910 -0.352 -0.051 0.203
H 0.832157 -0.903845 1.347761 -0.357 0.289 -0.769
```
Positions in Å, forces in eV/Å.

The SMILES is C=NN1CC1. For the HOMO-LUMO gap, the calculation gives 10.31 eV. Its LUMO energy is 1.18 eV.


Record 5
Formula: C7H11NS2
Source: OMol25
Level of theory: ωB97M-V with the def2-TZVPD basis set

Geometry as XYZ:
```
21
Properties=species:S:1:pos:R:3:forces:R:3
C 0.510871 -0.378180 -1.346553 -0.049 0.033 0.101
C 0.791711 -0.202885 0.139671 0.568 -0.174 -0.030
C 0.905044 1.264667 0.520575 -0.102 0.021 -0.022
S 2.393301 -1.057729 0.541200 -0.395 -0.109 0.150
C -0.262580 -0.922584 0.996097 0.111 0.043 0.004
C -1.658925 -0.537533 0.634879 -0.257 -0.736 -0.218
C -2.578278 -1.359514 0.054035 -0.204 0.187 0.003
S -4.065411 -0.535760 -0.202846 0.546 0.266 0.254
C -3.330329 0.872550 0.496242 -0.791 -0.403 -0.420
N -2.116862 0.721889 0.873225 0.429 0.575 0.439
H 0.423636 -1.433465 -1.597543 -0.015 -0.064 -0.060
H -0.419227 0.122518 -1.610318 -0.110 0.064 -0.083
H 1.313183 0.053337 -1.942475 0.043 0.017 -0.025
H 1.262192 1.364959 1.542941 0.010 0.033 0.074
H -0.074042 1.733792 0.452402 0.029 0.113 -0.040
H 1.594807 1.784361 -0.141711 0.101 0.025 -0.051
H 3.160110 -0.243846 -0.179820 0.160 0.154 -0.133
H -0.151690 -2.001481 0.869421 -0.008 -0.003 0.040
H -0.083766 -0.677898 2.045543 0.013 -0.071 0.022
H -2.470118 -2.386412 -0.229682 0.103 -0.242 -0.042
H -3.878353 1.788308 0.592311 -0.179 0.272 0.037
```
Positions in Å, forces in eV/Å.

The SMILES is CC(C)(S)Cc1cscn1. For the HOMO-LUMO gap, the calculation gives 9.66 eV. Its LUMO energy is 0.70 eV.


Record 6
Formula: C3H10N3S
Source: OMol25
Level of theory: ωB97M-V with the def2-TZVPD basis set

Geometry as XYZ:
```
17
Properties=species:S:1:pos:R:3:forces:R:3
C 3.156449 0.155787 0.250078 -1.896 -2.164 -3.047
C -2.571597 0.835640 -1.017365 2.570 1.146 1.999
C -1.831759 -0.156183 1.079104 0.761 0.690 0.787
N 3.925158 -0.777439 -0.403978 1.329 0.295 1.008
N -1.556785 0.160171 -0.246598 0.672 0.389 -0.778
N 1.964662 0.544255 -0.259023 3.703 -0.096 3.710
S 0.877556 1.555011 0.524329 -1.615 0.908 0.472
H 3.396498 0.408366 1.266524 0.112 0.306 0.122
H -2.099970 1.581965 -1.654455 0.150 0.572 0.365
H -2.856949 0.223020 -1.769947 -0.747 -2.870 -2.502
H -3.452096 1.120530 -0.529340 -1.043 0.907 1.119
H -0.952796 0.219227 1.722250 -1.437 0.010 -0.627
H -2.830076 0.102426 1.414160 0.047 0.119 0.401
H -1.560063 -1.192836 1.243966 -0.217 -0.849 -0.257
H 4.849852 -1.122931 0.013369 -2.134 1.024 -0.753
H 3.749351 -1.135184 -1.358695 -0.117 0.652 1.046
H 1.672726 0.417101 -1.158829 -0.138 -1.042 -3.066
```
Positions in Å, forces in eV/Å.

For the HOMO-LUMO gap (spin up / spin down), the calculation gives 5.16 / 5.15 eV. The total charge is +1. Its LUMO energy (spin up / spin down) is -6.34 / -6.35 eV.


Record 7
Formula: C2H3ClO2S
Source: OMol25
Level of theory: ωB97M-V with the def2-TZVPD basis set

Geometry as XYZ:
```
9
Properties=species:S:1:pos:R:3:forces:R:3
C -0.149917 0.226796 -0.074087 1.978 1.590 1.614
C -0.676655 -0.826178 -0.635056 0.711 1.775 -0.863
O -4.511756 0.206022 0.892804 -1.431 -0.559 1.417
O -3.511420 0.640857 -1.251053 0.414 0.213 0.587
S -3.389671 0.668221 0.185676 0.703 0.595 -2.012
Cl -1.705726 -1.759417 0.229656 -1.585 -2.399 0.983
H 0.481222 0.824616 -0.760378 -0.398 -0.019 0.899
H -0.165109 0.439741 1.061523 -0.091 -0.264 -2.158
H -0.576812 -0.859647 -1.699357 -0.300 -0.933 -0.467
```
Positions in Å, forces in eV/Å.

For the HOMO-LUMO gap, the calculation gives 9.49 eV. Its LUMO energy is -0.69 eV.